143
Properties=species:S:1:pos:R:3:forces:R:3 method="wB97M-V/def2-TZVPD" orbital_gap_ha=0.248 mol_weight_g_mol=1102.9 total_charge=-1 lumo_energy_ev=1.56 e_homo_ev=-5.1925 e_tot_ev=-235079.566
C 4.308 -0.617 -0.183 -0.4 -0.2 0.1
C 4.594 0.439 -1.297 -0.5 -0.6 0.0
C 3.430 0.569 -2.372 -0.4 0.1 0.8
C 2.422 -0.628 -2.356 -0.3 0.9 0.0
C 1.297 -0.522 -3.435 0.6 -0.8 -0.8
C 0.493 -1.872 -3.608 0.9 0.4 0.4
C 0.079 -2.549 -2.254 -0.1 1.0 -0.1
P -1.756 -3.000 -2.070 5.0 -2.7 -1.8
O -3.390 -3.875 -2.007 -0.9 -1.7 1.6
C -3.318 -4.892 -1.184 -0.9 1.9 -0.1
N -3.365 -5.669 -0.316 0.2 0.0 -0.9
O -1.936 -2.317 -0.464 -1.8 1.8 -0.7
C -3.165 -1.619 -0.451 0.7 -2.4 0.8
O -3.260 -0.609 0.619 0.4 -1.1 1.4
C -3.505 -1.272 1.756 -0.7 0.6 -1.4
N -3.935 -1.904 2.628 0.7 0.7 -0.3
C -3.414 -1.054 -1.906 0.5 2.0 -0.8
O -4.784 -1.370 -2.311 0.7 -0.5 -0.7
N -5.652 -1.154 -1.278 -0.5 0.6 0.4
O -6.722 -0.851 -1.671 0.2 -0.6 0.0
C -3.317 0.500 -2.137 0.6 1.8 0.8
Br -4.721 1.393 -3.193 0.7 -1.0 0.6
C -2.303 1.289 -1.682 -0.8 -1.2 0.0
C -1.115 0.718 -0.882 0.1 1.1 -0.9
Br -2.311 3.215 -2.034 0.3 -1.1 0.3
O -2.433 -1.548 -2.765 -2.4 -0.5 2.3
H 4.313 -1.665 -0.558 0.1 0.7 0.2
H 5.001 -0.558 0.688 -0.1 0.1 -0.7
H 3.290 -0.471 0.236 0.7 0.0 -0.3
H 5.533 0.146 -1.814 -0.3 0.4 0.3
H 4.678 1.421 -0.788 0.4 -0.6 -0.6
H 2.841 1.461 -2.053 0.4 -0.5 -0.5
H 3.846 0.777 -3.385 -0.2 -0.3 0.6
H 2.968 -1.595 -2.429 -0.6 0.5 0.0
H 1.908 -0.574 -1.371 0.6 -0.4 -0.5
H 1.813 -0.359 -4.419 -0.4 0.1 0.6
H 0.623 0.348 -3.291 0.4 -0.4 0.2
H 1.204 -2.557 -4.128 -0.6 0.4 0.3
H -0.350 -1.736 -4.320 0.4 0.0 0.6
H 0.675 -3.484 -2.169 -0.7 0.5 0.1
H 0.369 -1.948 -1.360 0.0 -0.3 -0.8
H -1.265 -4.224 -1.464 -0.4 0.4 0.1
H -1.699 -3.535 -3.376 -0.5 0.3 0.3
H -3.857 -2.414 -0.087 -0.4 0.9 -1.0
H -1.301 0.747 0.208 0.1 -0.2 -0.7
H -0.908 -0.297 -1.269 -0.1 0.5 0.5
H -0.230 1.359 -1.102 -0.5 -0.5 0.2
C 2.516 -3.083 1.082 -0.1 0.0 0.3
O 2.277 -3.217 -0.102 0.1 -0.3 0.0
N 2.158 -3.959 2.048 0.1 0.2 -0.1
C 2.468 -3.749 3.447 -0.3 -0.2 -0.1
C 1.431 -5.157 1.665 0.0 0.1 -0.2
H 3.058 -2.207 1.467 0.0 -0.1 0.1
H 3.080 -4.580 3.806 0.0 0.1 0.2
H 1.536 -3.711 4.017 0.1 -0.1 0.1
H 3.012 -2.820 3.589 0.0 0.0 -0.1
H 2.031 -5.739 0.962 -0.1 -0.1 0.0
H 0.497 -4.876 1.173 0.0 -0.1 0.0
H 1.215 -5.759 2.547 0.1 0.1 0.0
C -5.376 4.325 -7.281 -0.1 0.0 0.1
O -4.187 4.221 -7.066 0.0 0.1 0.1
N -6.337 4.404 -6.329 0.0 0.0 -0.3
C -7.739 4.531 -6.665 0.2 0.0 0.3
C -5.949 4.360 -4.928 0.2 -0.1 -0.2
H -5.782 4.368 -8.307 -0.1 0.0 0.0
H -8.133 5.458 -6.240 -0.2 0.0 -0.1
H -8.290 3.683 -6.253 -0.1 0.1 -0.1
H -7.874 4.551 -7.746 0.1 0.0 0.0
H -5.269 5.187 -4.714 0.0 -0.1 0.1
H -5.430 3.423 -4.719 0.0 0.2 0.0
H -6.830 4.436 -4.294 0.0 0.0 -0.1
C 6.103 -1.816 3.300 0.1 0.0 0.0
O 5.125 -2.417 2.905 0.3 0.0 0.0
N 7.368 -2.295 3.271 -0.1 0.3 0.1
C 8.493 -1.524 3.757 -0.1 -0.3 -0.1
C 7.599 -3.624 2.734 -0.3 0.0 0.0
H 6.033 -0.800 3.723 0.1 0.0 0.0
H 9.207 -1.371 2.945 0.1 0.1 0.1
H 8.982 -2.067 4.570 0.1 0.1 0.0
H 8.163 -0.554 4.126 0.0 0.0 0.0
H 7.256 -3.663 1.698 0.0 -0.1 0.0
H 7.032 -4.355 3.313 0.0 -0.1 -0.1
H 8.659 -3.867 2.777 0.0 0.1 0.0
C -0.087 -5.650 -4.866 0.0 0.0 0.1
O -0.498 -4.521 -4.717 0.2 -0.4 -0.5
N -0.874 -6.735 -5.084 0.3 -0.1 0.0
C -0.325 -8.062 -5.251 -0.3 0.2 0.0
C -2.313 -6.548 -5.149 0.1 0.3 0.1
H 0.989 -5.894 -4.829 0.0 -0.1 0.0
H -0.606 -8.452 -6.234 0.1 -0.2 0.0
H -0.722 -8.721 -4.474 0.1 -0.1 -0.1
H 0.761 -8.039 -5.177 0.0 0.1 0.0
H -2.555 -5.854 -5.956 -0.1 0.0 0.1
H -2.668 -6.121 -4.209 -0.1 0.0 -0.1
H -2.807 -7.502 -5.327 0.1 0.0 0.0
C -0.457 5.699 -0.020 -0.3 0.1 -0.1
O 0.694 5.364 -0.219 -0.4 0.6 -0.5
N -0.850 6.941 0.357 0.0 -0.3 0.0
C -2.244 7.264 0.575 0.3 0.1 0.0
C 0.152 7.976 0.548 0.1 -0.3 -0.3
H -1.297 4.996 -0.134 0.0 0.0 0.0
H -2.543 8.066 -0.106 -0.2 0.0 0.1
H -2.384 7.596 1.607 -0.2 0.0 0.0
H -2.872 6.393 0.394 0.1 0.0 0.0
H 0.700 8.125 -0.386 0.1 0.0 0.1
H 0.857 7.661 1.317 0.0 0.2 0.0
H -0.319 8.905 0.847 0.0 -0.1 0.0
C 2.993 1.984 1.528 -0.1 0.1 0.2
O 2.761 1.838 0.347 -0.3 0.4 0.2
N 2.858 3.148 2.207 0.3 -0.3 0.2
C 3.153 3.249 3.620 -0.1 0.1 -0.3
C 2.403 4.328 1.490 0.0 -0.5 0.1
H 3.343 1.149 2.161 0.0 0.0 0.1
H 2.256 3.567 4.157 0.1 0.0 0.2
H 3.946 3.986 3.774 0.0 0.0 0.2
H 3.480 2.288 4.013 0.0 0.0 -0.1
H 1.421 4.139 1.058 0.5 0.0 0.2
H 3.097 4.553 0.678 -0.2 0.1 -0.1
H 2.345 5.179 2.167 0.0 -0.1 0.1
C 0.528 -7.262 5.940 -0.2 -0.1 -0.1
O 1.416 -6.722 5.311 0.0 0.0 -0.1
N -0.468 -7.999 5.397 0.1 0.1 0.3
C -1.498 -8.615 6.207 0.1 0.0 -0.3
C -0.503 -8.176 3.954 0.2 0.2 0.0
H 0.462 -7.187 7.039 -0.1 0.0 0.0
H -1.475 -9.698 6.063 -0.1 0.0 0.1
H -2.475 -8.230 5.907 -0.1 -0.1 0.1
H -1.339 -8.394 7.262 0.0 0.0 0.0
H 0.418 -8.659 3.624 -0.1 0.0 -0.1
H -0.577 -7.202 3.468 0.0 -0.1 -0.1
H -1.357 -8.788 3.672 0.0 0.0 0.1
C -1.077 9.589 3.617 -0.1 0.0 0.1
O -0.120 9.889 2.932 -0.1 0.3 0.2
N -1.960 10.467 4.147 0.0 -0.3 0.0
C -3.081 10.035 4.957 0.1 0.3 -0.1
C -1.774 11.884 3.895 0.2 -0.1 -0.1
H -1.307 8.539 3.868 0.0 0.0 0.0
H -4.014 10.354 4.487 -0.1 -0.1 0.1
H -3.006 10.483 5.951 -0.1 -0.1 0.0
H -3.087 8.950 5.057 0.1 0.0 0.0
H -1.802 12.069 2.819 0.0 0.1 0.0
H -0.800 12.198 4.274 0.0 0.1 -0.1
H -2.559 12.458 4.384 0.0 -0.1 0.0